(1)
103
Properties=species:S:1:pos:R:3:mulliken_charge:R:1 method="wB97M-V/def2-TZVPD" e_homo_ev=-0.6 charge=-2 homo_lumo_gap_ha=0.1061
Ba 1.5391 0.2014 -0.8325 2.30
C -4.4103 3.1047 -2.6580 -0.50
C -4.1986 2.0630 -3.5366 -0.79
C -3.1109 1.1847 -3.3924 -0.45
C -2.2546 1.4780 -2.3718 0.02
C -1.1038 0.9390 -1.5364 2.63
N -0.0855 1.8756 -1.3267 -2.23
C -1.2546 2.1886 -0.6169 0.64
N -1.4935 2.0108 0.7922 0.64
C -2.3935 0.9775 0.9628 -1.43
C -3.6211 0.9513 1.6532 0.69
C -4.1658 1.7587 2.6576 -0.30
C -5.4465 1.5106 3.0827 -0.84
C -6.1994 0.4565 2.5423 -0.60
C -5.6931 -0.3429 1.5438 -0.85
C -4.4056 -0.0946 1.0727 0.17
C -3.6621 -0.6628 -0.0019 -0.42
N -4.1719 -1.4159 -0.9597 -0.46
C -3.5488 -1.8688 -2.0164 -0.15
N -2.1897 -1.8800 -2.2679 1.02
C -1.8783 -2.6372 -3.3835 -0.05
N -0.6928 -3.2250 -3.5520 -0.82
C 0.0842 -2.7841 -2.5205 0.07
N 0.0442 -1.4460 -2.2225 -0.64
C -1.0605 -1.4812 -1.3314 0.26
N -1.2862 -0.2294 -0.7302 0.62
C -0.8614 -2.7444 -0.4846 0.46
C -1.4101 -3.1943 0.6924 -0.43
C -1.0941 -4.4885 1.1055 -0.98
C -0.3183 -5.3219 0.3159 -0.62
C 0.1819 -4.8924 -0.9092 -0.94
C -0.0639 -3.5872 -1.2819 0.09
C -3.1169 -2.9649 -4.0090 -0.03
C -3.4237 -3.6598 -5.1737 -0.43
C -4.7486 -3.8768 -5.4770 -0.62
C -5.7725 -3.4091 -4.6410 -0.58
C -5.4886 -2.7317 -3.4762 -0.59
C -4.1566 -2.5154 -3.1404 0.41
N -2.4088 -0.0783 0.0839 0.67
C -2.4359 2.5703 -1.5093 -0.60
C -3.5375 3.3763 -1.5898 -0.78
H -5.2944 3.7197 -2.7730 0.36
H -4.9109 1.8919 -4.3340 0.40
H -3.0080 0.3105 -4.0185 0.53
H -3.5779 2.5611 3.0767 0.42
H -5.8967 2.1353 3.8440 0.42
H -7.2037 0.2909 2.9102 0.38
H -6.2705 -1.1511 1.1200 0.52
H -2.0678 -2.5730 1.2851 0.47
H -1.4759 -4.8546 2.0498 0.45
H -0.1121 -6.3304 0.6520 0.41
H 0.7459 -5.5609 -1.5455 0.50
H -2.6315 -4.0111 -5.8166 0.52
H -5.0164 -4.4193 -6.3740 0.39
H -6.8026 -3.5886 -4.9243 0.41
H -6.2726 -2.3691 -2.8285 0.55
H -3.7647 4.1431 -0.8604 0.50
Br 8.6808 3.0350 6.0923 -0.28
C 6.8436 2.5362 6.3015 0.16
C 5.9449 2.7826 5.2745 -0.62
C 4.6378 2.3823 5.4179 0.04
C 4.1966 1.7307 6.5926 0.21
C 5.1337 1.5364 7.6276 -0.50
C 6.4462 1.9228 7.4792 -0.37
N 2.8825 1.5215 6.8651 -0.79
N 1.9568 1.3067 6.0320 -0.33
C 2.0807 0.7294 4.8195 -0.72
C 3.0610 -0.2430 4.4849 -0.17
C 3.0347 -0.9091 3.2921 -1.12
C 2.1255 -0.5658 2.2498 0.39
O 2.1091 -1.1376 1.1320 -0.96
C 1.2135 0.5473 2.5359 -0.03
N 0.5904 1.0501 1.4923 0.52
C -0.2694 2.1777 1.6372 0.01
C -0.6182 2.5320 3.0450 -0.99
C 0.0762 2.0292 4.0733 -0.93
C 1.1070 1.0618 3.8464 1.09
H 6.2731 3.2737 4.3692 0.44
H 3.9304 2.5773 4.6253 0.40
H 4.8063 1.0624 8.5417 0.37
H 7.1613 1.7537 8.2730 0.37
H 3.7883 -0.5210 5.2398 0.36
H 3.7425 -1.7032 3.0924 0.40
H 0.2174 3.0339 1.1309 0.45
H -1.4113 3.2518 3.1789 0.59
H -0.1167 2.3184 5.0957 0.44
Cl 6.2493 2.4263 -0.3533 -0.23
C 5.7212 1.8086 -1.8829 0.36
C 6.5535 1.9500 -2.9820 -0.79
C 6.1665 1.4727 -4.2133 0.92
Cl 7.2318 1.6773 -5.5745 -0.32
C 4.9384 0.8167 -4.3860 0.01
C 4.4655 0.2822 -5.6024 -0.73
C 3.2576 -0.3628 -5.6305 -1.14
C 2.5127 -0.4671 -4.4453 -0.26
N 2.9219 0.0341 -3.3090 0.15
C 4.0973 0.6669 -3.2471 -0.26
C 4.4553 1.1858 -1.9379 0.32
O 3.6693 1.0586 -0.9637 -0.95
H 7.5094 2.4372 -2.8663 0.44
H 5.0703 0.3912 -6.4934 0.39
H 2.8738 -0.7902 -6.5469 0.40
H 1.5557 -0.9698 -4.4226 0.47

(2)
40
Properties=species:S:1:pos:R:3:mulliken_charge:R:1 method="wB97M-V/def2-TZVPD" e_homo_ev=-10.1 charge=+1 homo_lumo_gap_ha=0.1796
C 2.4919 1.1075 2.1680 -0.63
O 1.0889 1.4403 2.1155 -0.27
C 0.2530 0.4362 2.0962 -0.03
C -1.1383 0.6919 2.1268 0.76
C -2.0399 -0.4029 2.1256 -0.63
C -3.4044 -0.1756 2.1480 -0.68
C -3.9077 1.1356 2.1701 1.14
C -5.3850 1.3640 2.1907 -1.41
C -3.0158 2.2193 2.1749 -0.62
C -1.6529 2.0207 2.1575 -0.59
H 3.0200 2.0619 2.1484 0.28
H 2.7208 0.5555 3.0924 0.35
H 2.7678 0.4869 1.3006 0.23
H 0.6879 -0.5714 2.0966 0.40
H -1.6043 -1.4033 2.1092 0.40
H -4.1133 -1.0104 2.1495 0.42
H -5.5981 2.4341 2.1985 0.36
H -5.8744 0.9214 1.3163 0.35
H -5.8524 0.9138 3.0733 0.35
H -3.4265 3.2314 2.1939 0.30
H -0.9546 2.8530 2.1638 0.47
C 0.6704 -3.0857 -3.2296 -1.34
C 0.8731 -1.7793 -2.5944 0.62
C -0.0617 -0.8865 -2.0581 -1.04
C 0.6490 0.2433 -1.5851 -0.61
C 2.0050 0.0276 -1.8600 0.92
C 3.1552 0.9065 -1.6150 -1.80
N 2.1076 -1.2062 -2.4511 0.11
C 3.3428 -1.8303 -2.9056 -1.01
H -0.4077 -3.2720 -3.2104 0.33
H 0.9883 -3.1162 -4.2812 0.30
H 1.1554 -3.9127 -2.6935 0.31
H -1.1300 -1.0552 -2.0398 0.44
H 0.2472 1.1354 -1.1213 0.66
H 2.7611 1.8091 -1.1340 0.31
H 3.8947 0.4705 -0.9277 0.40
H 3.6693 1.2236 -2.5344 0.44
H 4.1853 -1.1788 -2.6620 0.39
H 3.4994 -2.8038 -2.4212 0.31
H 3.3328 -1.9990 -3.9914 0.31

(3)
114
Properties=species:S:1:pos:R:3:mulliken_charge:R:1 method="wB97M-V/def2-TZVPD" e_homo_ev=-11.0 charge=+1 homo_lumo_gap_ha=0.3010
O -3.4498 6.7921 1.2926 -0.57
C -2.7890 5.8190 0.5436 0.48
C -1.8555 6.2126 -0.4065 -0.59
C -1.2119 5.2452 -1.1672 -0.95
C -1.4820 3.8931 -0.9769 -0.70
C -2.4339 3.5342 -0.0342 -0.31
C -3.1053 4.4773 0.7492 0.75
C -4.1436 4.0586 1.7594 -1.55
N -3.6383 3.8976 3.1197 -0.22
C -2.6150 2.8761 3.2940 -0.72
C -1.2822 3.4404 3.7898 -0.79
C -1.3126 3.6985 5.3177 -0.54
P 0.3688 3.6214 6.0045 0.21
H -2.7905 7.2364 1.8289 0.31
H -1.6585 7.2608 -0.5537 0.48
H -0.5011 5.5576 -1.9161 0.48
H -0.9755 3.1560 -1.5710 0.68
H -2.6831 2.4941 0.1210 0.48
H -4.9222 4.8097 1.7926 0.50
H -4.5940 3.1249 1.4348 0.42
H -3.3762 4.7851 3.5182 0.27
H -2.4021 2.3631 2.3627 0.06
H -2.9717 2.1305 4.0048 0.48
H -1.0503 4.3586 3.2613 0.31
H -0.5289 2.6810 3.5939 0.57
H -1.6518 4.7107 5.5260 0.43
H -1.9476 2.9983 5.8481 0.52
H 1.1843 2.9504 5.0962 0.17
H 0.3663 2.9330 7.2250 0.14
H 0.9244 4.8936 6.1285 0.19
C -0.3588 -1.5176 9.5112 -0.99
C -1.0371 -0.4768 10.3716 -0.35
O -0.1239 0.6046 10.6950 -0.31
C 0.0350 1.5331 9.7921 0.48
O -0.4846 1.6111 8.7081 -0.58
C 1.0051 2.6137 10.2984 0.83
F 2.0952 2.1034 10.8549 -0.23
F 0.4081 3.4174 11.1757 -0.25
F 1.3671 3.3486 9.2339 -0.25
H 0.5470 -1.8849 9.9913 0.33
H -1.0258 -2.3608 9.3426 0.42
H -0.0754 -1.1049 8.5430 0.27
H -1.3321 -0.8963 11.3295 0.33
H -1.9292 -0.0720 9.8969 0.32
C -3.2964 2.1745 -4.1224 -1.31
C -1.8770 1.7626 -4.4500 0.39
O -1.8382 0.4295 -4.9939 -0.25
C -2.0871 0.3018 -6.2864 0.21
O -2.3521 1.1644 -7.0667 -0.56
C -1.9086 -1.1759 -6.6728 1.02
F -2.4962 -1.9898 -5.7888 -0.28
F -0.5983 -1.4742 -6.6947 -0.17
F -2.4174 -1.4284 -7.8725 -0.26
H -3.7596 1.4395 -3.4629 0.31
H -3.3061 3.1446 -3.6262 0.37
H -3.9108 2.2402 -5.0197 0.40
H -1.2762 1.7197 -3.5434 -0.10
H -1.3970 2.4635 -5.1315 0.27
C 0.3493 -3.9165 -8.4618 -0.96
C -0.5395 -4.8535 -7.6753 -0.22
O -0.0880 -6.2177 -7.7791 -0.33
C 0.8950 -6.5597 -6.9624 0.34
O 1.4337 -5.8620 -6.1547 -0.52
C 1.2401 -8.0467 -7.1626 0.88
F 1.3105 -8.3572 -8.4591 -0.24
F 0.2941 -8.8079 -6.5977 -0.26
F 2.4055 -8.3332 -6.5949 -0.24
H 0.4162 -4.2351 -9.5026 0.38
H -0.0509 -2.9107 -8.4326 0.20
H 1.3611 -3.9002 -8.0562 0.29
H -1.5507 -4.8504 -8.0761 0.37
H -0.5965 -4.5670 -6.6257 0.27
C 2.0316 1.1229 -10.0646 -1.08
C 1.1365 2.1270 -9.3730 -0.27
O 1.2889 2.0594 -7.9388 -0.26
C 2.3197 2.7132 -7.4276 0.23
O 3.1374 3.3543 -8.0135 -0.52
C 2.2942 2.5678 -5.8965 0.91
F 2.0381 1.3040 -5.5289 -0.23
F 1.3231 3.3418 -5.3846 -0.23
F 3.4481 2.9309 -5.3559 -0.27
H 1.8425 0.1185 -9.6842 0.25
H 1.8449 1.1325 -11.1374 0.40
H 3.0833 1.3510 -9.8950 0.32
H 0.0884 1.9039 -9.5589 0.35
H 1.3292 3.1425 -9.7149 0.33
C 2.4607 -7.4102 9.3762 -1.09
C 3.4569 -6.2737 9.4274 -0.22
O 3.3322 -5.4180 8.2691 -0.33
C 2.3803 -4.5083 8.3132 0.35
O 1.6079 -4.3045 9.2037 -0.51
C 2.4133 -3.6640 7.0257 0.91
F 2.5489 -4.4249 5.9407 -0.25
F 3.4413 -2.8052 7.0711 -0.27
F 1.2898 -2.9556 6.9056 -0.24
H 2.5683 -7.9695 8.4469 0.31
H 2.6235 -8.0871 10.2135 0.37
H 1.4374 -7.0395 9.4258 0.31
H 4.4757 -6.6513 9.3939 0.32
H 3.3484 -5.6809 10.3342 0.32
C 1.4159 -2.9654 -3.2080 -1.30
C 0.9524 -1.5816 -3.6034 0.44
O 0.8301 -0.7156 -2.4491 -0.34
C 1.9474 -0.1541 -2.0188 0.39
O 3.0468 -0.2839 -2.4623 -0.53
C 1.6168 0.8033 -0.8585 0.86
F 0.7788 0.2512 0.0316 -0.27
F 1.0179 1.8951 -1.3586 -0.20
F 2.7121 1.1802 -0.2110 -0.26
H 0.7502 -3.3904 -2.4560 0.35
H 1.4235 -3.6189 -4.0795 0.29
H 2.4208 -2.9388 -2.7876 0.37
H -0.0440 -1.6162 -4.0383 0.03
H 1.6199 -1.1245 -4.3324 0.18

(4)
9
Properties=species:S:1:pos:R:3:mulliken_charge:R:1 method="wB97M-V/def2-TZVPD" e_homo_ev=-9.9 charge=0 homo_lumo_gap_ha=0.3970 smiles="CNC=O"
C -0.9849 0.1301 0.4520 -0.75
N 0.2065 0.4748 -0.3027 -0.16
C 1.2654 -0.3769 -0.3145 0.04
O 1.4462 -1.2550 0.5045 -0.55
H -0.8989 0.3852 1.5126 0.23
H -1.8356 0.6655 0.0251 0.32
H -1.1574 -0.9483 0.3692 0.26
H 0.1256 1.1311 -1.0630 0.26
H 1.9383 -0.2096 -1.1748 0.33